Record 1
The following is a DFT calculation (ωB97M-V with the def2-TZVPD basis set) of a single C4H6N2O molecule at a distorted geometry.

XYZ file:
```
13
Properties=species:S:1:pos:R:3:forces:R:3:mulliken_charge:R:1
C 2.002 0.483 0.101 0.08 0.00 -0.04 -1.0490
C 0.594 0.014 -0.034 0.23 -0.27 0.03 0.7023
C 0.113 -1.249 -0.059 0.28 0.23 0.48 -0.5388
N -1.313 -1.172 -0.103 -0.33 0.63 0.56 -0.3893
C -1.501 0.205 -0.231 0.32 0.63 -0.66 0.4708
O -2.757 0.604 -0.427 0.07 0.38 0.20 -0.4695
N -0.453 0.946 -0.102 -0.20 0.04 -0.56 -0.6014
H 2.223 0.720 1.149 -0.04 -0.01 -0.17 0.2350
H 2.166 1.391 -0.485 -0.01 -0.14 0.04 0.3074
H 2.699 -0.292 -0.226 -0.05 0.11 0.06 0.3014
H 0.627 -2.203 -0.053 -0.17 0.23 0.12 0.3801
H -1.672 -1.017 0.873 -0.02 -1.94 -0.06 0.2753
H -2.730 1.569 -0.403 -0.16 0.11 0.00 0.3757
```
Forces are in eV/Å.

Calculated values
Maximum force: 0.0378 hartree/bohr
Orbital gap: 9.406 eV
Total charge: 0
Structure (SMILES): Cc1c[nH]c(O)n1
HOMO level: -0.319 Eh

***

Record 2
The following is a DFT calculation (ωB97M-V with the def2-TZVPD basis set) of a single C4H6N2O molecule at a distorted geometry.

XYZ file:
```
13
Properties=species:S:1:pos:R:3:forces:R:3:mulliken_charge:R:1
H 1.882 1.870 -0.161 -0.70 4.60 0.49 0.1778
N 1.834 0.942 -0.144 -1.77 -8.72 -0.15 -0.8599
C 0.648 0.301 -0.117 4.70 6.11 -0.46 0.3689
C -0.572 1.040 0.066 -1.37 -0.52 3.21 -0.1873
C -1.620 -0.107 0.083 3.64 0.56 -0.23 -0.6064
C -1.012 -1.250 -0.244 0.64 0.13 2.22 -0.4252
N 0.398 -0.966 -0.313 0.72 -1.86 -0.16 0.1501
O 1.403 -1.804 0.162 -1.22 -2.47 -0.70 -0.4489
H -0.377 1.900 0.839 -1.15 -2.05 -0.87 0.2951
H -0.722 1.528 -0.796 -0.75 2.14 -3.33 0.2918
H -2.574 0.071 0.305 -3.77 0.29 0.47 0.5213
H -1.402 -2.271 -0.151 0.44 0.55 -0.59 0.3646
H 2.115 -1.256 0.471 0.60 1.24 0.10 0.3581
```
Forces are in eV/Å.

Calculated values
Maximum force: 0.1731 hartree/bohr
Orbital gap: 9.195 eV
Total charge: 0
Structure (SMILES): [H]/N=C1\CC=CN1O
HOMO level: -0.302 Eh